DFT (the ωB97M-V functional and the def2-TZVPD basis) results for a 3-piece molecular cluster, C18H24N2O3S overall in a non-equilibrium geometry.

```
48
C18H24N2O3S, DFT the ωB97M-V functional and the def2-TZVPD basis
C 6.063 0.312 -0.039
C 5.412 0.767 -1.102
C 4.517 1.397 -2.314
C 4.086 2.882 -1.774
C 4.850 4.181 -2.240
C 4.408 5.578 -1.639
N 4.925 6.932 -1.835
S 3.987 7.976 -0.818
N 2.842 6.939 -0.010
C 3.217 5.645 -0.580
C 2.462 4.317 -0.157
C 2.866 2.879 -0.717
C 2.095 1.560 -0.217
C 0.465 1.691 -0.261
C -0.066 2.596 -1.494
O -1.429 2.271 -1.918
H 6.613 0.367 0.982
H 3.594 0.737 -2.542
H 5.210 1.513 -3.234
H 5.727 4.167 -2.983
H 1.583 4.342 0.579
H 2.364 0.597 -0.783
H 2.373 1.364 0.900
H 0.089 2.051 0.777
H 0.006 0.630 -0.423
H 0.686 2.558 -2.385
H -0.108 3.699 -1.115
H -1.855 3.131 -2.186
C -3.153 -2.775 1.452
C -2.409 -1.528 1.055
C -2.383 -1.172 -0.408
O -1.847 -0.833 1.887
H -3.087 -2.907 2.535
H -4.204 -2.684 1.174
H -2.706 -3.645 0.966
H -3.401 -1.010 -0.768
H -1.902 -1.971 -0.976
H -1.812 -0.251 -0.546
C -4.480 -7.042 1.300
C -5.027 -5.869 2.069
C -5.526 -6.127 3.466
O -5.065 -4.753 1.579
H -4.158 -6.708 0.311
H -3.618 -7.461 1.826
H -5.255 -7.801 1.178
H -4.711 -6.506 4.088
H -6.348 -6.846 3.440
H -5.891 -5.192 3.899
```

* total energy: -1433.32266 hartree
* orbital gap: 7.20 eV
* highest occupied orbital energy: -8.484 eV
* F_max: 7.20 eV/Å
* SMILES: C#CCc1cc2nsnc2cc1CCCO.CC(C)=O.CC(C)=O
* energy above the lowest of the compared OMol25 structures with the same formula, charge and spin: 286.09 kcal per mole
* molar mass: 348.5 g mol⁻¹


DFT (the ωB97M-V functional and the def2-TZVPD basis) results for C38H31Cl3N6RuSSi as an isolated structure in a non-equilibrium geometry.

```
81
C38H31Cl3N6RuSSi, DFT the ωB97M-V functional and the def2-TZVPD basis
Ru 0.801 -2.410 0.010
N 4.554 -2.462 1.230
C 3.189 -2.075 1.159
S 2.023 -3.430 1.787
N 1.681 -0.209 1.797
N 0.669 -0.920 1.417
C -0.618 -0.219 1.334
C -0.789 0.549 2.646
C -0.994 1.916 2.731
C -1.046 2.534 3.971
C -0.891 1.797 5.131
C -0.693 0.427 5.050
C -0.651 -0.191 3.817
C -1.653 -1.336 1.244
C -2.948 -1.158 1.713
C -3.871 -2.175 1.556
C -3.459 -3.349 0.936
C -2.155 -3.452 0.499
N -1.261 -2.472 0.640
H 4.725 -3.254 0.621
H 4.822 -2.698 2.177
H -1.093 2.501 1.831
H -1.195 3.604 4.019
H -0.909 2.288 6.094
H -0.569 -0.159 5.949
H -0.484 -1.258 3.746
H -3.218 -0.226 2.186
H -4.884 -2.058 1.908
H -4.138 -4.172 0.784
H -1.817 -4.349 0.002
N 0.256 -1.116 -1.637
C 1.206 -0.967 -2.665
C 0.791 -1.074 -3.991
C 1.683 -0.910 -5.031
C 3.007 -0.610 -4.755
C 3.429 -0.506 -3.442
C 2.558 -0.707 -2.374
C 3.061 -0.727 -0.980
C 3.982 0.276 -0.603
C 4.471 0.565 0.675
C 4.060 0.099 1.888
C 2.922 -0.833 2.088
C 2.669 -1.793 -0.200
H -0.657 -1.318 -2.053
H 0.125 -0.245 -0.980
H -0.246 -1.295 -4.206
H 1.343 -1.022 -6.049
H 3.708 -0.459 -5.564
H 4.471 -0.303 -3.238
H 4.317 0.934 -1.395
H 5.268 1.300 0.700
H 4.595 0.408 2.772
H 2.921 -1.203 3.131
Cl 0.152 -6.181 -0.500
Si 0.792 -4.347 -1.353
Cl 2.420 -5.030 -2.480
Cl -0.679 -4.184 -2.912
N -0.536 0.583 0.165
C -1.309 1.592 -0.284
C -0.588 2.767 -0.702
C -1.108 3.757 -1.555
C -0.349 4.848 -1.922
C 0.960 4.987 -1.481
C 1.498 4.015 -0.645
C 0.746 2.930 -0.261
C -2.721 1.401 -0.545
C -3.199 0.151 -0.977
C -4.524 -0.043 -1.291
C -5.435 0.996 -1.175
C -4.990 2.234 -0.729
C -3.665 2.433 -0.409
H -2.110 3.658 -1.947
H -0.777 5.605 -2.568
H 1.550 5.842 -1.784
H 2.516 4.114 -0.292
H 1.162 2.182 0.399
H -2.509 -0.671 -1.103
H -4.846 -1.010 -1.651
H -6.475 0.851 -1.433
H -5.696 3.049 -0.620
H -3.350 3.391 -0.020
```

* total energy: -3958.42432 hartree
* spin multiplicity: 6
* orbital gap (spin up / spin down): 5.45 / 5.53 eV
* highest occupied orbital energy (spin up / spin down): -2.915 / -5.219 eV
* ⟨S²⟩: 8.837
* F_max: 1.55 eV/Å
* energy above the lowest of the compared OMol25 structures with the same formula, charge and spin: 49.57 kcal per mole
* molar mass: 839.3 g mol⁻¹
* charge: -1


DFT (the ωB97M-V functional and the def2-TZVPD basis) results for a 5-piece molecular cluster, C52H61N9O9PS2 overall in a non-equilibrium geometry.

```
134
C52H61N9O9PS2, DFT the ωB97M-V functional and the def2-TZVPD basis
C 5.880 4.751 -0.130
C 4.504 4.107 -0.059
C 3.404 4.966 0.482
C 4.282 2.785 -0.441
C 4.225 2.313 -1.887
C 3.248 1.147 -2.073
C 1.740 1.599 -2.250
C 1.514 3.056 -1.892
C 0.869 0.601 -1.432
C -0.604 1.030 -1.183
C -1.090 0.399 0.096
C -2.109 -0.591 0.068
C -2.816 -1.041 -1.181
C -4.318 -1.202 -0.891
C -4.999 0.149 -0.602
C -6.042 0.003 0.526
C -5.740 0.689 -1.840
N -2.492 -1.187 1.179
N -1.905 -0.822 2.298
P -2.495 -1.736 3.735
S -3.585 -0.651 4.880
C -0.976 0.119 2.458
C -0.402 0.443 3.806
C -0.891 1.556 4.464
C -0.338 1.904 5.691
C 0.682 1.082 6.151
C 1.057 -0.025 5.408
N 0.549 -0.392 4.228
C -0.528 0.794 1.308
C 0.485 1.892 1.447
C -0.167 3.327 1.500
S -1.969 3.360 1.294
C -2.232 4.302 -0.138
N -3.419 4.555 -0.589
N -3.254 5.311 -1.714
C -1.990 5.470 -1.895
O -1.286 4.850 -0.912
H 5.836 5.759 0.273
H 6.246 4.764 -1.160
H 6.514 4.176 0.541
H 3.796 5.778 1.102
H 2.855 5.430 -0.340
H 2.712 4.409 1.128
H 4.136 2.053 0.358
H 5.221 1.904 -2.133
H 4.083 3.137 -2.578
H 3.339 0.489 -1.207
H 3.578 0.552 -2.918
H 1.499 1.433 -3.301
H 1.764 3.261 -0.853
H 0.479 3.343 -2.082
H 2.115 3.732 -2.496
H 1.367 0.307 -0.511
H 0.801 -0.323 -2.014
H -1.174 0.708 -2.043
H -0.756 2.104 -1.068
H -2.743 -0.303 -1.972
H -2.450 -2.018 -1.501
H -4.502 -1.874 -0.056
H -4.819 -1.633 -1.759
H -4.299 0.931 -0.290
H -5.593 0.205 1.500
H -6.859 0.711 0.394
H -6.486 -0.992 0.519
H -5.232 0.446 -2.775
H -5.848 1.771 -1.767
H -6.756 0.296 -1.878
H -3.186 -2.833 3.205
H -1.324 -2.202 4.341
H -1.691 2.140 4.029
H -0.680 2.778 6.223
H 1.183 1.294 7.084
H 1.835 -0.666 5.806
H 1.011 1.761 2.388
H 1.242 1.885 0.672
H 0.139 3.808 2.424
H 0.252 3.911 0.683
H -1.524 6.004 -2.700
C 5.742 3.200 6.439
C 4.887 4.183 5.956
C 5.279 4.985 4.896
C 6.526 4.785 4.333
C 7.393 3.817 4.804
C 6.994 3.020 5.866
N 6.938 5.621 3.194
O 6.164 6.478 2.814
O 8.023 5.405 2.699
H 5.433 2.573 7.265
H 3.913 4.324 6.405
H 4.619 5.752 4.518
H 8.365 3.680 4.355
H 7.660 2.258 6.245
C -0.023 -7.856 3.886
C -1.314 -8.305 3.646
C -2.400 -7.575 4.102
C -2.171 -6.398 4.791
C -0.891 -5.939 5.046
C 0.188 -6.676 4.589
N -3.323 -5.609 5.257
O -4.430 -6.045 5.039
O -3.096 -4.558 5.833
H 0.822 -8.427 3.525
H -1.476 -9.225 3.101
H -3.406 -7.922 3.918
H -0.732 -5.021 5.592
H 1.195 -6.331 4.779
C -0.196 -5.356 -4.606
C 1.174 -5.509 -4.772
C 2.022 -4.430 -4.583
C 1.480 -3.210 -4.226
C 0.117 -3.037 -4.063
C -0.724 -4.120 -4.255
N 2.375 -2.066 -4.003
O 3.562 -2.230 -4.166
O 1.866 -1.011 -3.659
H -0.854 -6.202 -4.751
H 1.583 -6.471 -5.048
H 3.088 -4.545 -4.713
H -0.290 -2.074 -3.789
H -1.792 -4.002 -4.131
C -4.985 -1.721 -6.382
C -3.643 -1.364 -6.434
C -2.773 -2.054 -7.263
C -3.263 -3.092 -8.032
C -4.592 -3.466 -7.989
C -5.457 -2.773 -7.156
N -2.342 -3.811 -8.929
O -1.176 -3.471 -8.925
O -2.804 -4.698 -9.614
H -5.665 -1.177 -5.739
H -3.276 -0.545 -5.830
H -1.730 -1.775 -7.304
H -4.956 -4.283 -8.595
H -6.501 -3.052 -7.114
```

* total energy: -4325.01771 hartree
* orbital gap: 4.74 eV
* highest occupied orbital energy: -8.639 eV
* F_max: 3.17 eV/Å
* energy above the lowest of the compared OMol25 structures with the same formula, charge and spin: 0.00 kcal per mole
* molar mass: 1051.2 g mol⁻¹
* charge: +1


DFT (the ωB97M-V functional and the def2-TZVPD basis) results for a 2-piece molecular cluster, CH2N2O2S overall in a non-equilibrium geometry.

```
8
CH2N2O2S, DFT the ωB97M-V functional and the def2-TZVPD basis
C 1.020 -0.309 -0.285
N 2.109 -0.155 -0.756
N -0.069 -0.786 -0.010
O 3.563 -0.788 0.854
O 3.405 -0.387 -0.419
S 2.109 2.413 -0.006
H 1.438 2.233 1.231
H -0.742 -1.230 -0.448
```

* total energy: -697.15738 hartree
* orbital gap (spin up / spin down): 7.93 / 7.46 eV
* highest occupied orbital energy (spin up / spin down): -9.733 / -9.427 eV
* F_max: 7.68 eV/Å
* energy above the lowest of the compared OMol25 structures with the same formula, charge and spin: 246.97 kcal per mole
* molar mass: 106.1 g mol⁻¹


DFT (the ωB97M-V functional and the def2-TZVPD basis) results for C46H71N3O2Pt as an isolated structure.

```
123
C46H71N3O2Pt, DFT the ωB97M-V functional and the def2-TZVPD basis
Pt 0.282 -0.259 -0.362
C -2.743 0.409 -2.051
N -2.297 -0.539 -1.042
C -2.593 -1.899 -1.465
C -2.903 -0.286 0.258
C -2.497 1.036 0.902
N -1.075 1.126 1.235
C -0.857 0.492 2.535
C 0.530 0.073 3.014
C 0.515 -0.531 4.267
C 1.649 -1.042 4.875
C 2.848 -0.911 4.163
C 2.932 -0.323 2.915
C 1.743 0.190 2.282
O 1.799 0.732 1.112
C 4.268 -0.212 2.171
C 4.590 1.265 1.890
C 5.436 -0.788 2.976
C 4.195 -0.986 0.844
C 1.638 -1.754 6.226
C 2.565 -1.032 7.216
C 2.121 -3.203 6.056
C 0.237 -1.799 6.841
C -0.584 2.515 1.244
C -0.886 3.312 0.005
C -1.665 4.453 0.095
C -1.918 5.285 -0.993
C -1.315 4.924 -2.199
C -0.524 3.792 -2.355
C -0.325 2.906 -1.242
O 0.325 1.808 -1.372
C 0.143 3.458 -3.693
C 1.666 3.350 -3.503
C -0.113 4.530 -4.756
C -0.393 2.124 -4.236
C -2.799 6.525 -0.829
C -2.967 7.295 -2.139
C -4.197 6.113 -0.342
C -2.178 7.480 0.204
H -3.847 0.443 -2.104
H -2.359 0.098 -3.022
H -2.365 1.409 -1.853
H -3.679 -2.045 -1.615
H -2.237 -2.610 -0.721
H -2.073 -2.118 -2.397
H -2.629 -1.114 0.914
H -4.006 -0.289 0.159
H -3.109 1.173 1.810
H -2.749 1.853 0.228
H -1.469 -0.415 2.541
H -1.293 1.156 3.309
H -0.447 -0.613 4.767
H 3.751 -1.296 4.620
H 4.680 1.819 2.830
H 3.795 1.708 1.292
H 5.538 1.348 1.346
H 5.576 -0.260 3.925
H 6.355 -0.681 2.392
H 5.295 -1.851 3.186
H 3.351 -0.652 0.242
H 4.069 -2.054 1.034
H 5.121 -0.842 0.274
H 3.590 -0.998 6.842
H 2.569 -1.541 8.187
H 2.228 -0.003 7.363
H 3.136 -3.235 5.656
H 1.474 -3.734 5.354
H 2.111 -3.734 7.015
H -0.154 -0.792 7.002
H 0.275 -2.310 7.808
H -0.459 -2.339 6.196
H 0.496 2.439 1.377
H -1.013 3.046 2.113
H -2.082 4.697 1.070
H -1.470 5.560 -3.060
H 2.068 4.301 -3.140
H 2.149 3.111 -4.457
H 1.902 2.572 -2.779
H 0.251 5.510 -4.434
H -1.176 4.617 -5.001
H 0.420 4.256 -5.671
H -0.199 1.326 -3.521
H 0.097 1.876 -5.185
H -1.471 2.192 -4.412
H -3.420 6.669 -2.911
H -2.007 7.658 -2.513
H -3.617 8.160 -1.975
H -4.669 5.449 -1.070
H -4.838 6.991 -0.202
H -4.138 5.577 0.606
H -1.179 7.783 -0.117
H -2.082 6.995 1.176
H -2.794 8.379 0.327
C 1.480 -4.085 1.772
C 0.056 -4.281 1.235
C -0.895 -3.275 1.896
C -0.008 -4.283 -0.288
C -0.587 -5.381 -0.893
C -0.664 -5.520 -2.280
C -0.047 -4.540 -3.045
C 0.573 -3.417 -2.511
C 1.353 -2.572 -3.522
C 2.642 -3.326 -3.911
C 1.737 -1.143 -3.144
C 0.510 -3.175 -1.089
N 0.959 -2.080 -0.493
H 1.496 -4.174 2.864
H 1.835 -3.093 1.497
H 2.159 -4.831 1.350
H -0.275 -5.280 1.541
H -0.647 -2.267 1.564
H -0.797 -3.310 2.987
H -1.936 -3.497 1.637
H -0.993 -6.166 -0.259
H -1.148 -6.374 -2.740
H -0.043 -4.655 -4.128
H 0.733 -2.509 -4.426
H 3.275 -3.432 -3.026
H 3.205 -2.770 -4.671
H 2.431 -4.325 -4.294
H 2.471 -1.137 -2.335
H 0.888 -0.556 -2.800
H 2.175 -0.647 -4.018
```

* total energy: -2229.44683 hartree
* spin multiplicity: 3
* orbital gap (spin up / spin down): 4.47 / 4.49 eV
* highest occupied orbital energy (spin up / spin down): -0.426 / -0.442 eV
* ⟨S²⟩: 2.013
* F_max: 0.44 eV/Å
* energy above the lowest of the compared OMol25 structures with the same formula, charge and spin: 0.10 kcal per mole
* molar mass: 893.2 g mol⁻¹
* charge: -2


DFT (the ωB97M-V functional and the def2-TZVPD basis) results for C29H50IrNO2P2S2 as an isolated structure.

```
87
C29H50IrNO2P2S2, DFT the ωB97M-V functional and the def2-TZVPD basis
Ir -0.043 0.650 -0.245
C -1.631 -3.927 3.314
C -1.652 -2.505 2.737
C -2.151 -1.526 3.794
C -0.293 -2.150 2.166
C 0.531 -1.164 2.693
C 1.792 -0.917 2.153
C 2.275 -1.652 1.077
C 3.665 -1.425 0.552
C 1.438 -2.627 0.535
C 0.185 -2.866 1.068
H -2.618 -4.200 3.693
H -0.916 -3.990 4.137
H -1.343 -4.656 2.558
H -2.360 -2.486 1.902
H -1.503 -1.533 4.673
H -3.153 -1.811 4.117
H -2.201 -0.509 3.400
H 0.227 -0.609 3.573
H 2.441 -0.186 2.622
H 3.650 -0.678 -0.247
H 4.087 -2.344 0.144
H 4.324 -1.062 1.341
H 1.781 -3.226 -0.300
H -0.445 -3.623 0.614
C -3.784 1.538 -4.826
C -4.424 1.243 -3.485
O -3.643 0.269 -2.766
P -2.835 0.659 -1.457
S -2.002 -0.991 -0.716
S -1.631 2.234 -1.752
O -4.069 1.120 -0.511
C -3.871 1.299 0.892
C -4.846 0.430 1.659
H -4.365 2.304 -5.342
H -3.758 0.638 -5.441
H -2.765 1.898 -4.686
H -5.411 0.800 -3.615
H -4.522 2.152 -2.891
H -4.023 2.359 1.112
H -2.845 1.027 1.160
H -5.869 0.672 1.370
H -4.730 0.590 2.732
H -4.656 -0.620 1.437
C 2.788 4.532 -1.103
C 2.970 3.025 -0.897
C 4.208 2.747 -0.036
C 3.065 2.263 -2.200
C 3.919 2.702 -3.186
C 4.064 2.008 -4.380
C 3.332 0.845 -4.580
C 2.457 0.345 -3.636
C 1.796 -0.981 -3.959
C 0.288 -1.057 -3.724
C 2.514 -2.100 -3.192
C 2.286 1.055 -2.388
N 1.476 0.660 -1.425
H 2.562 5.013 -0.148
H 1.970 4.732 -1.797
H 3.694 4.995 -1.498
H 2.090 2.647 -0.377
H 5.116 3.013 -0.582
H 4.269 1.688 0.225
H 4.183 3.337 0.884
H 4.495 3.608 -3.030
H 4.742 2.368 -5.143
H 3.452 0.307 -5.514
H 1.962 -1.149 -5.027
H 0.058 -1.039 -2.665
H -0.099 -1.990 -4.140
H -0.234 -0.225 -4.202
H 2.403 -1.927 -2.121
H 3.578 -2.119 -3.433
H 2.082 -3.072 -3.440
C 1.568 2.575 2.456
P -0.030 2.301 1.586
C -1.122 2.303 3.070
C -0.403 3.975 0.944
H 1.640 3.609 2.796
H 2.406 2.347 1.800
H 1.616 1.913 3.321
H -0.858 3.155 3.698
H -0.970 1.386 3.638
H -2.170 2.374 2.788
H -0.211 4.734 1.704
H -1.451 4.015 0.647
H 0.196 4.176 0.056
```

* total energy: -2923.71752 hartree
* spin multiplicity: 5
* orbital gap (spin up / spin down): 7.29 / 7.20 eV
* highest occupied orbital energy (spin up / spin down): -6.789 / -7.838 eV
* ⟨S²⟩: 6.063
* F_max: 0.96 eV/Å
* energy above the lowest of the compared OMol25 structures with the same formula, charge and spin: 0.00 kcal per mole
* molar mass: 763.0 g mol⁻¹